1.
{"formula": "C21H13F3N2O5S", "method": "ωB97M-V/def2-TZVPD", "symbols": ["S", "F", "F", "F", "O", "O", "O", "O", "O", "N", "N", "C", "C", "C", "C", "C", "C", "C", "C", "C", "C", "C", "C", "C", "C", "C", "C", "C", "C", "C", "C", "C", "H", "H", "H", "H", "H", "H", "H", "H", "H", "H", "H", "H", "H"], "positions_angstrom": [[1.85744, 1.94140, 0.40194], [8.21390, 3.59572, -0.18142], [8.00298, 5.08814, 1.35710], [8.28196, 3.01225, 1.89809], [6.16103, -0.64659, 0.57085], [-9.36105, -1.63224, -0.17260], [-6.75750, -6.22202, -0.60434], [0.70918, -0.06465, -1.71764], [-4.07611, -1.95394, -0.47856], [3.35245, 1.62505, -0.06207], [2.08738, 3.21034, 1.34732], [3.40045, 3.45870, 1.33568], [-8.83486, -5.12988, -0.43424], [-0.54030, -1.70406, -0.58394], [4.09198, 4.48283, 2.02166], [5.43239, 4.56038, 1.87605], [-0.38720, -0.49909, -1.43802], [-6.62589, -3.87574, -0.45015], [-2.82693, -0.31753, -1.61730], [-8.76183, -2.68175, -0.26979], [-7.28042, -2.72335, -0.34015], [-1.74280, -2.17793, -0.27028], [-7.35113, -5.16943, -0.50532], [-9.48836, -3.97687, -0.32457], [7.66131, 3.83397, 1.02241], [-2.97868, -1.52170, -0.76329], [4.13100, 2.54128, 0.52398], [-1.62477, 0.15640, -1.93159], [6.66380, 0.44429, 0.53736], [6.16683, 3.63966, 1.05447], [6.22559, 1.54351, -0.41588], [5.54641, 2.62548, 0.38566], [-3.74406, 0.14222, -1.96291], [-10.56821, -3.92087, -0.27081], [3.55819, 5.18365, 2.64605], [-5.54746, -3.92334, -0.50099], [-9.34113, -6.08588, -0.47669], [5.96677, 5.34226, 2.39224], [0.37709, -2.16351, -0.23835], [5.52168, 1.10783, -1.12099], [-6.76645, -1.77218, -0.29799], [-1.48677, 1.03204, -2.55296], [-1.88101, -3.05378, 0.35072], [7.08136, 1.92506, -0.96621], [7.48174, 0.72389, 1.22746]], "forces_ev_per_angstrom": [[0.04, -0.05, -0.04], [-0.01, 0.10, 0.05], [0.04, -0.05, 0.00], [0.01, 0.05, -0.02], [0.13, 0.19, 0.00], [0.00, 0.00, 0.00], [0.00, -0.01, 0.00], [-0.01, 0.04, 0.01], [0.00, 0.01, -0.01], [-0.09, -0.04, -0.04], [-0.09, 0.07, 0.04], [0.11, -0.16, -0.11], [-0.02, 0.03, 0.00], [-0.02, -0.02, 0.02], [-0.24, 0.18, 0.19], [0.19, -0.07, -0.12], [0.00, -0.03, -0.01], [-0.06, -0.05, 0.00], [0.02, 0.02, -0.01], [0.00, 0.01, 0.00], [0.01, 0.01, 0.00], [0.03, 0.00, 0.00], [0.01, 0.00, 0.00], [0.01, -0.03, 0.00], [0.09, -0.04, 0.02], [-0.01, 0.00, 0.01], [-0.14, 0.06, 0.11], [-0.03, -0.01, 0.00], [0.00, -0.15, -0.07], [-0.10, 0.32, 0.20], [-0.17, -0.11, -0.10], [0.23, -0.21, -0.28], [-0.01, -0.02, 0.01], [0.00, 0.03, 0.00], [-0.07, 0.00, 0.01], [0.03, 0.01, 0.01], [0.02, -0.01, 0.00], [0.10, 0.01, -0.01], [0.02, 0.02, -0.01], [-0.07, 0.00, 0.03], [0.01, 0.01, 0.00], [0.02, 0.00, 0.00], [-0.02, 0.00, 0.00], [0.06, -0.04, 0.10], [-0.02, -0.06, 0.05]], "largest_force_ev_per_a": 0.4, "energy_ha": -1991.4818, "e_homo_ev": -9.40}

2.
{"formula": "C5H9N", "method": "ωB97M-V/def2-TZVPD", "symbols": ["N", "C", "C", "C", "C", "C", "H", "H", "H", "H", "H", "H", "H", "H", "H"], "positions_angstrom": [[-1.53774, 0.13690, -0.28271], [0.40262, -0.64366, -0.45937], [-0.82097, -1.19896, 0.21370], [0.77536, 0.59700, 0.55158], [-0.47240, 1.30390, -0.05859], [1.86247, -0.32564, -0.13917], [0.10968, 1.53266, -1.18128], [0.54224, 0.55383, 1.72552], [2.62201, -0.68747, 0.62634], [2.37889, 0.43562, -0.82471], [-2.41622, 0.47733, 0.28173], [0.03427, -0.26612, -1.35391], [-0.97650, -1.26471, 1.40440], [-1.39766, -2.32814, 0.05723], [-0.61494, 2.19284, 0.59476]], "forces_ev_per_angstrom": [[-2.32, 2.05, 2.59], [3.83, -2.33, 4.08], [-3.16, -0.86, 2.74], [-2.20, -1.10, 1.09], [3.78, -0.46, -2.90], [-0.09, 3.27, 0.71], [-2.63, 0.52, 2.79], [0.86, -1.03, -2.60], [-1.57, -0.16, -1.12], [-0.62, -2.05, 0.08], [1.94, -1.44, -1.20], [0.37, 0.24, -1.75], [1.49, 0.47, -2.46], [1.49, 3.47, -1.11], [-1.18, -0.57, -0.94]], "smiles": "C1NC[C@@H]2C[C@@H]12", "e_above_lowest_ev": 7.4261, "largest_force_ev_per_a": 6.1, "energy_ha": -250.3940, "e_homo_ev": -8.09}

3.
{"formula": "H3OP", "method": "ωB97M-V/def2-TZVPD", "symbols": ["P", "O", "H", "H", "H"], "positions_angstrom": [[0.15833, 0.05375, 0.00777], [1.60360, -0.03728, 0.07912], [-0.96884, -1.21251, 0.62252], [-0.41491, 1.19285, 0.57742], [-0.37818, 0.00319, -1.28683]], "forces_ev_per_angstrom": [[-3.69, -2.28, 0.42], [1.45, -0.35, 0.40], [2.39, 2.35, -0.86], [-0.13, 0.07, 0.12], [-0.01, 0.21, -0.08]], "e_above_lowest_ev": 0.8337, "largest_force_ev_per_a": 4.4, "energy_ha": -418.3338, "e_homo_ev": -10.68}

4.
{"formula": "C26H29IN4O2PdSeSi", "method": "ωB97M-V/def2-TZVPD", "symbols": ["I", "Pd", "Se", "Si", "O", "O", "N", "N", "N", "N", "C", "C", "C", "C", "C", "C", "C", "C", "C", "C", "C", "C", "C", "C", "C", "C", "C", "C", "C", "C", "C", "C", "C", "C", "C", "C", "H", "H", "H", "H", "H", "H", "H", "H", "H", "H", "H", "H", "H", "H", "H", "H", "H", "H", "H", "H", "H", "H", "H", "H", "H", "H", "H", "H", "H"], "positions_angstrom": [[-4.36627, -1.76633, 2.69673], [-0.99391, 2.49682, 0.02555], [-0.20910, 4.79853, 1.05839], [1.20535, 3.69472, -0.35072], [-0.30878, -1.35749, -1.53763], [0.10153, 1.17754, 2.19981], [-2.32231, 3.82115, -1.90846], [-0.24800, 0.23227, 0.12431], [0.92889, -0.89433, 1.68331], [-3.67532, 1.78025, 0.33841], [3.39758, -3.54964, -1.55698], [2.39538, 2.44063, 0.49893], [3.24377, -1.39673, 0.17842], [0.05947, -5.08556, 2.36496], [0.22616, 0.27501, 1.39928], [-2.83209, 0.89760, 2.83415], [-0.00647, -0.93959, -0.42984], [-1.97423, -4.32286, 1.35047], [4.52433, -2.78346, -1.30682], [-2.64164, 1.30406, -3.80770], [-3.96850, 0.56131, 0.74784], [0.04617, -3.05780, 1.06010], [-3.59705, 0.09660, 1.98714], [0.96363, 2.86352, -2.09490], [-2.90269, 2.58019, 1.11204], [2.41081, 5.10239, -0.88379], [0.80259, -1.83554, 0.60129], [2.20553, -3.25295, -0.92429], [-1.31233, -3.22412, 0.82988], [-2.11140, 2.67567, -1.84324], [-2.47976, 2.15349, 2.39980], [-1.29422, -5.24822, 2.12210], [2.11441, -2.18019, -0.03943], [4.43837, -1.70178, -0.44373], [0.72202, -3.99608, 1.83646], [-2.21581, 1.29173, -2.33835], [-3.03074, -4.44980, 1.16647], [2.12750, 1.43451, 0.19392], [-3.58543, 1.83914, -3.92930], [5.46190, -3.02271, -1.78963], [-1.85264, -2.49784, 0.24069], [0.60111, -5.79844, 2.97441], [3.45288, -4.39290, -2.23620], [-2.52561, 0.52532, 3.80370], [3.17051, -0.54414, 0.83781], [-4.55372, -0.04813, 0.06203], [2.33393, 2.49180, 1.58001], [-1.89219, 1.80683, -4.41924], [2.85772, 5.57723, -0.01907], [1.32981, -3.85208, -1.12113], [-2.97181, 0.78438, -1.73279], [-2.76034, 0.28051, -4.16582], [-2.96549, 3.65237, 0.88173], [-1.88029, 2.81439, 3.01707], [-1.27857, 0.73630, -2.20987], [1.88363, 5.86134, -1.44814], [1.92270, 2.84354, -2.61182], [3.42304, 2.62740, 0.19621], [0.63559, 1.82647, -1.99095], [5.31370, -1.09935, -0.24058], [1.03553, -1.20614, 2.63483], [1.77736, -3.85523, 2.03122], [3.20554, 4.70589, -1.50924], [-1.81541, -6.09948, 2.53469], [0.25370, 3.40801, -2.71451]], "forces_ev_per_angstrom": [[0.19, 0.48, -0.18], [-0.24, -0.10, 0.07], [0.25, -0.16, -0.21], [1.09, 0.36, -0.06], [-0.02, -0.19, -0.28], [0.22, -0.23, 0.38], [-0.08, 0.10, -0.12], [-0.62, 1.20, -0.18], [0.32, -0.26, 0.04], [-0.01, 0.43, -0.17], [0.08, -0.13, -0.02], [-0.35, 0.34, -0.10], [-0.23, -0.02, 0.13], [0.09, -0.04, 0.14], [0.27, -0.32, 0.69], [-0.02, 0.05, 0.09], [0.20, -0.66, 0.25], [-0.04, -0.13, 0.07], [0.12, 0.06, -0.04], [-0.01, -0.02, 0.01], [-0.17, -0.35, -0.03], [-0.10, -0.02, 0.03], [-0.11, -0.59, 0.31], [-0.17, 0.12, 0.35], [-0.80, 0.58, 0.55], [-0.20, -0.37, 0.03], [-0.31, 0.36, -0.11], [-0.12, 0.08, 0.05], [0.08, 0.02, -0.11], [-0.23, 0.11, -0.33], [-0.17, 0.06, 0.04], [-0.08, -0.18, -0.02], [0.46, -0.13, -0.23], [0.25, -0.12, -0.07], [0.02, 0.07, -0.02], [0.04, -0.51, -0.38], [-0.09, 0.03, -0.02], [0.00, -0.21, -0.09], [0.00, -0.02, -0.01], [0.08, -0.01, -0.04], [-0.01, 0.08, -0.07], [-0.02, -0.05, 0.02], [-0.01, 0.02, -0.02], [0.03, 0.10, -0.01], [-0.01, 0.04, 0.04], [-0.01, -0.06, 0.11], [-0.06, 0.05, 0.21], [0.02, -0.01, -0.03], [0.06, 0.13, 0.32], [-0.13, -0.04, -0.01], [0.20, 0.08, -0.04], [0.00, -0.03, -0.06], [0.22, -0.50, 0.05], [-0.02, -0.09, -0.20], [-0.32, 0.21, -0.02], [-0.22, 0.25, -0.16], [0.30, 0.08, 0.00], [0.26, 0.08, -0.15], [-0.05, 0.03, -0.07], [0.04, 0.07, -0.04], [-0.11, 0.15, -0.03], [0.09, -0.03, -0.04], [0.30, -0.15, -0.23], [-0.09, -0.10, 0.04], [-0.06, 0.02, -0.05]], "e_above_lowest_ev": 1.1151, "charge": -2, "largest_force_ev_per_a": 1.4, "energy_ha": -4494.2777, "e_homo_ev": -0.40}